(1)
Here is the ion C8H16BrN2 with charge +1 at a distorted geometry from the Open Molecules 2025 dataset. Energies are from ωB97M-V/def2-TZVPD.

Summary:
Net charge: +1
E_LUMO: -3.47 eV
E: -81567.712 eV
Energy relative to the best compared isomer or geometry (same formula, charge and spin): 0.671 eV
HOMO-LUMO gap: 10.18 eV
Highest occupied orbital energy: -13.644 eV

Each line ends with the Löwdin charge.
Positions of all 27 atoms, in Å:
1 H 3.216 0.269 2.060  0.054
2 N 2.853 0.924 1.314  0.074
3 C 2.226 0.152 0.328  -0.310
4 C 2.170 -1.463 0.590  -0.069
5 C 1.588 0.975 -0.933  -0.099
6 C -0.067 1.036 -0.951  -0.250
7 C -0.676 -0.359 -1.558  -0.135
8 C -1.377 -1.359 -0.473  -0.239
9 C -1.881 -0.656 0.917  -0.613
10 Br -3.663 -1.538 1.377  0.649
11 C -2.065 0.949 0.640  -0.153
12 N -0.690 1.509 0.341  0.037
13 H 1.415 -1.969 -0.146  0.058
14 H 3.236 -1.928 0.338  0.112
15 H 1.908 -1.629 1.735  0.102
16 H 1.942 2.113 -0.864  0.134
17 H 2.000 0.602 -1.989  0.149
18 H -0.328 1.875 -1.761  0.176
19 H 0.148 -0.973 -2.147  0.136
20 H -1.484 -0.061 -2.385  0.138
21 H -0.740 -2.301 -0.174  0.115
22 H -2.356 -1.794 -1.001  0.109
23 H -1.181 -0.912 1.823  0.114
24 H -2.413 1.424 1.678  0.164
25 H -2.850 1.179 -0.198  0.167
26 H -0.818 2.561 0.241  0.205
27 H -0.112 1.375 1.198  0.176

Atomic forces in eV per Å
H -0.49 0.71 -0.98
N -2.74 -3.57 -3.93
C 1.99 2.02 3.67
C 0.24 0.48 -0.84
C 0.36 1.07 0.42
C 1.63 -0.72 -3.51
C -0.66 -0.26 -0.35
C -1.06 -0.92 -0.05
C 0.32 -0.01 -1.28
Br 1.45 1.07 -0.16
C -1.71 -1.41 2.22
N -0.64 1.53 0.03
H 1.34 0.85 1.65
H -2.28 1.08 0.67
H 0.51 0.19 -2.63
H -0.49 -2.60 0.19
H -1.22 0.54 2.42
H 0.54 -1.82 1.93
H -1.57 1.57 1.38
H 1.72 -0.68 1.97
H -1.08 2.01 -0.76
H 2.26 0.97 1.19
H -1.34 0.84 -1.77
H 0.67 -0.79 -2.49
H 1.78 -0.46 1.52
H 0.41 -1.52 0.32
H 0.07 -0.13 -0.83

---

(2)
Here is a cluster of 7 separate species, C8H16Cl12NO3 in total at a distorted geometry from the Open Molecules 2025 dataset. Energies are from ωB97M-V/def2-TZVPD.

Summary:
Net charge: -1
E_LUMO: 2.14 eV
E: -166458.010 eV
HOMO-LUMO gap: 6.14 eV
Highest occupied orbital energy: -4.004 eV

Each line ends with the Löwdin charge.
Positions of all 40 atoms, in Å:
1 N 1.599 -3.772 0.141  0.002
2 C 0.722 -3.069 1.113  -0.379
3 O 0.593 -1.676 0.796  -0.139
4 C 1.388 -3.197 2.539  -0.705
5 O 0.846 -3.952 3.360  -0.073
6 O 2.450 -2.520 2.724  -0.103
7 H 2.211 -4.428 0.621  0.071
8 H 2.123 -3.138 -0.450  0.016
9 H -0.294 -3.525 1.036  0.114
10 H 0.568 -1.633 -0.171  -0.062
11 C -0.159 -3.780 -3.335  -0.972
12 Cl -1.555 -4.549 -2.568  0.514
13 Cl 0.543 -2.539 -2.297  0.596
14 H 0.593 -4.538 -3.536  0.029
15 H -0.478 -3.321 -4.266  0.023
16 C 0.927 1.965 0.434  -1.010
17 Cl -0.661 1.823 -0.328  0.486
18 Cl 2.079 0.821 -0.255  0.554
19 H 1.300 2.975 0.283  0.026
20 H 0.826 1.763 1.494  -0.046
21 C -0.046 3.567 4.563  -1.013
22 Cl -1.606 3.422 3.736  0.505
23 Cl 1.134 2.414 3.942  0.574
24 H 0.334 4.574 4.417  0.022
25 H -0.194 3.378 5.622  0.023
26 C -3.863 -1.874 -1.536  -1.042
27 Cl -4.727 -0.327 -1.513  0.487
28 Cl -2.378 -1.800 -0.590  0.537
29 H -4.508 -2.642 -1.120  0.025
30 H -3.612 -2.120 -2.565  0.008
31 C -3.681 5.462 1.041  -1.036
32 Cl -5.259 5.318 0.252  0.490
33 Cl -2.521 4.306 0.384  0.472
34 H -3.302 6.468 0.885  0.022
35 H -3.801 5.273 2.104  0.011
36 C 4.607 0.943 -3.316  -1.034
37 Cl 4.289 2.464 -4.165  0.485
38 Cl 3.250 -0.175 -3.466  0.485
39 H 5.492 0.482 -3.743  0.022
40 H 4.771 1.156 -2.264  0.017

Atomic forces in eV per Å
N -0.47 -0.43 -0.02
C 0.38 -0.12 0.17
O 0.17 -0.58 -0.45
C 1.06 1.20 0.65
O -0.56 -0.50 -0.18
O -1.15 -0.65 -0.79
H 0.03 0.54 -0.06
H 0.23 -0.10 0.60
H 0.65 0.14 0.43
H -0.19 0.22 0.43
C 0.09 0.01 -0.02
Cl -0.03 -0.16 -0.16
Cl -0.06 0.29 -0.98
H -0.05 0.01 0.18
H -0.06 0.03 0.13
C 0.11 0.03 0.12
Cl 0.00 -0.08 -0.06
Cl 0.17 0.19 -0.06
H -0.05 -0.08 -0.10
H -0.09 -0.17 -0.18
C 0.05 0.09 0.13
Cl 0.03 0.04 0.06
Cl 0.04 0.04 0.20
H -0.05 -0.08 -0.10
H -0.04 -0.09 -0.11
C 0.22 -0.23 0.03
Cl -0.13 0.03 -0.08
Cl -0.18 0.08 0.12
H 0.01 0.13 0.04
H 0.00 0.11 0.06
C 0.20 0.03 0.07
Cl -0.08 0.09 0.04
Cl -0.11 0.17 0.07
H -0.07 -0.08 -0.09
H -0.04 -0.09 -0.10
C 0.06 -0.15 0.15
Cl 0.09 0.07 0.00
Cl 0.08 -0.08 -0.02
H -0.11 0.05 -0.08
H -0.15 0.05 -0.07